Record 1
C20H58CuO18 as an isolated structure, computed with wB97M-V/def2-TZVPD.

The highest occupied orbital energy is -5.1 eV. Its charge is -1. For the HOMO-LUMO gap, the calculation gives 7.45 eV. Its strongest force on any atom is 0.094 hartree/bohr.

Positions of all 97 atoms, in Å:
Cu -1.876 0.640 -0.311
C -0.888 -1.494 3.255
C -1.058 -0.709 2.101
C -0.929 0.847 2.246
O -1.470 1.638 1.326
C -0.465 1.310 3.426
C 0.064 0.534 4.497
C -0.113 -0.976 4.335
O 0.396 -1.710 5.138
O 0.556 0.999 5.450
O -1.304 -1.007 0.895
H -0.775 -2.646 3.182
H -0.414 2.390 3.547
C 4.298 0.362 4.569
O 3.438 -0.804 4.649
H 3.742 1.324 4.551
H 4.984 0.413 5.416
H 4.833 0.267 3.618
H 2.573 -0.627 5.014
C 1.837 -4.236 3.666
O 3.002 -3.524 3.201
H 1.507 -3.860 4.584
H 1.027 -4.256 2.930
H 2.103 -5.314 3.881
H 3.045 -2.600 3.492
C 3.287 -0.269 -3.763
O 2.789 0.671 -2.853
H 2.858 -1.264 -3.555
H 3.034 0.044 -4.811
H 4.353 -0.419 -3.584
H 2.688 0.246 -1.990
C -0.258 1.510 -4.836
O -0.048 0.451 -3.973
H 0.654 1.938 -5.325
H -1.031 1.272 -5.574
H -0.744 2.353 -4.306
H 0.700 0.611 -3.408
C 2.668 -0.646 0.840
O 2.983 -1.060 -0.527
H 1.552 -0.487 0.981
H 2.917 -1.530 1.509
H 3.054 0.345 1.218
H 2.619 -1.941 -0.589
C -0.407 5.189 -1.199
O -0.452 3.942 -1.888
H 0.310 5.156 -0.388
H -0.265 6.006 -1.908
H -1.416 5.273 -0.678
H 0.236 3.950 -2.502
C 2.895 3.334 -4.698
O 2.264 3.349 -3.413
H 2.464 4.081 -5.383
H 3.983 3.368 -4.691
H 2.563 2.370 -5.227
H 2.499 2.496 -3.030
C -0.661 -2.695 -1.774
O 0.353 -2.088 -0.980
H -0.571 -3.792 -1.743
H -1.675 -2.541 -1.413
H -0.567 -2.457 -2.797
H -0.165 -1.658 -0.216
C 5.504 -3.228 0.524
O 4.158 -3.660 0.473
H 6.169 -3.931 1.032
H 5.906 -2.982 -0.522
H 5.572 -2.277 1.041
H 3.676 -3.701 1.303
C -3.970 1.679 3.879
O -3.923 1.942 2.477
H -5.003 1.816 4.288
H -3.434 0.764 4.155
H -3.310 2.454 4.329
H -3.011 2.125 2.283
C -3.779 3.952 -2.865
O -2.929 4.657 -3.787
H -3.342 4.048 -1.896
H -4.792 4.482 -2.842
H -3.835 2.850 -3.147
H -2.015 4.489 -3.433
C -2.268 -4.245 0.918
O -3.114 -3.202 0.946
H -2.544 -5.015 1.632
H -2.096 -4.743 -0.021
H -1.202 -4.004 1.176
H -2.592 -2.411 1.027
C -3.230 -0.435 -2.802
O -2.189 0.195 -2.131
H -2.955 -0.460 -3.844
H -3.420 -1.443 -2.430
H -4.188 0.064 -2.671
H -1.364 0.066 -2.659
C -5.186 -0.677 0.505
O -4.595 0.593 0.174
H -5.132 -1.312 -0.360
H -4.573 -1.171 1.259
H -6.218 -0.532 0.855
H -4.355 1.187 0.948

Record 2
A 10-piece molecular cluster, C20H58F6O9P overall, computed with wB97M-V/def2-TZVPD.

The highest occupied orbital energy is -7.4 eV. Its charge is -1. For the HOMO-LUMO gap, the calculation gives 10.06 eV. Its strongest force on any atom is 0.072 hartree/bohr. The energy relative to the best compared isomer or geometry (same formula, charge and spin) comes out at 140.00 kJ/mol.

Positions of all 94 atoms, in Å:
P -0.206 0.007 -0.107
F -0.591 -1.002 1.137
F 0.456 -1.267 -0.875
F -1.560 -0.220 -0.953
F 0.314 1.062 -1.225
F -0.724 1.307 0.750
F 1.257 0.133 0.565
C -0.363 0.899 4.414
C 0.287 2.211 4.951
O 1.691 2.052 4.912
H -1.448 0.994 4.468
H -0.176 0.052 5.075
H -0.215 0.650 3.363
H 0.029 2.246 6.009
H -0.090 3.193 4.665
H 2.050 2.054 4.021
C 6.429 0.568 3.300
C 5.082 1.343 3.172
O 4.195 0.785 2.162
H 7.078 0.825 2.462
H 6.358 -0.514 3.415
H 6.894 0.876 4.236
H 5.226 2.349 2.780
H 4.485 1.319 4.084
H 3.513 1.421 1.937
C -4.941 -3.106 0.054
C -3.969 -1.966 -0.039
O -3.151 -2.342 -1.103
H -4.405 -4.041 0.217
H -5.583 -3.246 -0.815
H -5.464 -2.984 1.003
H -3.303 -2.043 0.820
H -4.470 -1.010 -0.190
H -2.340 -1.829 -1.133
C 2.672 0.937 -3.308
C 3.348 0.070 -2.280
O 4.709 0.139 -2.428
H 3.114 0.741 -4.285
H 2.864 1.979 -3.055
H 1.604 0.727 -3.241
H 2.941 -0.922 -2.478
H 2.996 0.412 -1.306
H 5.022 1.045 -2.486
O 1.091 -3.432 1.572
H 0.471 -3.933 1.042
H 0.722 -2.549 1.601
C -5.257 3.578 0.501
C -4.044 2.622 0.505
C -3.930 1.612 1.646
O -4.079 1.888 -0.666
H -6.192 3.076 0.253
H -5.216 4.464 -0.132
H -5.319 3.828 1.560
H -3.283 3.400 0.569
H -3.198 0.873 1.321
H -4.862 1.078 1.832
H -3.621 2.023 2.607
H -3.329 1.289 -0.657
C 0.308 -1.465 -6.526
C -0.353 -1.137 -5.143
C -1.831 -1.501 -5.060
O 0.188 -1.815 -4.105
H 1.390 -1.336 -6.532
H -0.019 -0.750 -7.281
H 0.054 -2.447 -6.926
H 0.030 -0.119 -5.073
H -2.279 -1.377 -4.075
H -1.997 -2.436 -5.596
H -2.365 -0.724 -5.607
H -0.059 -1.426 -3.262
C -0.893 -4.579 -2.120
C -1.067 -5.219 -0.692
C 0.203 -5.910 -0.146
O -1.455 -4.184 0.186
H -0.304 -3.662 -2.120
H -1.820 -4.185 -2.539
H -0.482 -5.282 -2.844
H -1.824 -6.003 -0.723
H 1.107 -5.412 -0.495
H 0.229 -6.957 -0.449
H 0.249 -6.043 0.935
H -2.229 -3.777 -0.210
C 2.412 4.725 2.979
C 1.580 4.169 1.815
C 1.955 4.670 0.351
O 1.804 2.777 1.928
H 3.402 4.271 2.937
H 1.986 4.559 3.968
H 2.566 5.792 2.815
H 0.530 4.404 1.995
H 1.412 4.049 -0.362
H 3.039 4.618 0.251
H 1.676 5.715 0.214
H 1.284 2.279 1.293

Record 3
A 6-piece molecular cluster, C20H58N5O6 overall, computed with wB97M-V/def2-TZVPD.

The highest occupied orbital energy is -11.2 eV. Its charge is +1. For the HOMO-LUMO gap, the calculation gives 9.38 eV. Its strongest force on any atom is 0.028 hartree/bohr. The energy relative to the best compared isomer or geometry (same formula, charge and spin) comes out at 0.00 kJ/mol.

Positions of all 89 atoms, in Å:
O 1.146 -0.134 -0.663
H 1.185 0.711 -1.241
H 1.504 -1.008 -1.068
H 1.432 -0.015 0.323
C -3.747 4.770 -1.133
C -3.253 4.172 -2.432
C -2.774 2.743 -2.270
O -1.707 2.531 -3.209
C -1.532 1.174 -3.540
N -4.387 4.195 -3.380
H -4.564 4.159 -0.733
H -4.140 5.776 -1.266
H -2.996 4.769 -0.336
H -2.439 4.770 -2.861
H -3.566 2.012 -2.430
H -2.304 2.664 -1.280
H -2.447 0.729 -3.948
H -1.229 0.617 -2.642
H -0.770 1.103 -4.315
H -4.693 5.143 -3.567
H -4.119 3.800 -4.275
C 2.238 4.341 -1.659
C 1.511 3.108 -1.124
C 0.281 3.440 -0.331
O -0.166 2.252 0.287
C -1.150 2.490 1.279
N 1.284 2.065 -2.152
H 1.727 4.672 -2.572
H 3.252 4.104 -1.980
H 2.221 5.162 -0.946
H 2.196 2.629 -0.407
H -0.514 3.875 -0.952
H 0.569 4.178 0.430
H -0.718 3.087 2.089
H -1.480 1.510 1.617
H -2.013 3.024 0.868
H 2.131 2.030 -2.717
H 0.553 2.328 -2.813
C 2.736 -0.668 3.982
C 2.063 -0.968 2.651
C 0.750 -1.707 2.660
O -0.363 -0.987 3.167
C -0.402 -0.827 4.570
N 1.860 0.273 1.829
H 3.801 -0.502 3.811
H 2.635 -1.488 4.696
H 2.324 0.200 4.496
H 2.712 -1.600 2.034
H 0.808 -2.693 3.137
H 0.486 -1.875 1.610
H 0.204 0.013 4.924
H -0.044 -1.724 5.087
H -1.431 -0.610 4.848
H 2.709 0.810 2.010
H 1.137 0.843 2.273
C 2.460 -4.884 -1.487
C 2.476 -3.480 -0.886
C 3.790 -2.765 -1.080
O 3.793 -1.570 -0.325
C 5.070 -0.981 -0.232
N 1.374 -2.624 -1.422
H 2.956 -5.007 -2.450
H 1.423 -5.174 -1.670
H 2.874 -5.574 -0.750
H 2.237 -3.527 0.182
H 3.907 -2.518 -2.149
H 4.637 -3.396 -0.780
H 5.418 -0.606 -1.209
H 5.802 -1.712 0.123
H 5.003 -0.088 0.386
H 1.273 -2.822 -2.416
H 0.455 -2.873 -1.010
C -2.423 -1.240 -0.494
C -2.187 -2.360 0.508
C -3.480 -3.037 0.925
O -3.300 -3.991 1.952
C -2.846 -3.473 3.187
N -1.233 -3.327 -0.049
H -3.364 -0.708 -0.334
H -2.551 -1.620 -1.517
H -1.573 -0.559 -0.512
H -1.748 -1.876 1.381
H -3.885 -3.584 0.072
H -4.199 -2.272 1.261
H -2.795 -4.303 3.883
H -3.499 -2.661 3.538
H -1.843 -3.026 3.120
H -1.621 -3.842 -0.831
H -0.913 -3.986 0.651

Q: Among the records above, which one has the lowest strongest force on any atom?
A: C20H58N5O6